Entry 1:
{
  "formula": "C4H9O2P",
  "method": "ωB97M-V/def2-TZVPD",
  "smiles": "C[P@]1(=O)CCCO1",
  "homo_lumo_gap_ev": 10.4,
  "e_lumo_ev": 0.8,
  "homo_energy_ev": -9.6465,
  "energy_ha": -649.678050,
  "relative_energy_kcal_mol": 8.7,
  "symbols": ["O", "C", "H", "C", "H", "H", "O", "C", "H", "C", "H", "H", "H", "H", "H", "P"],
  "coordinates": [[1.356, 0.518, -0.336], [0.512, -2.202, -0.859], [-0.957, 1.554, 1.474], [0.722, 1.723, 0.144], [-1.557, 2.203, -0.019], [0.434, -1.810, -1.905], [0.940, -1.245, 1.484], [-0.802, 1.515, 0.440], [1.366, -2.741, -0.514], [-1.085, 0.039, 0.108], [1.203, 1.940, 1.086], [1.024, 2.558, -0.512], [-1.782, -0.386, 0.821], [-0.322, -2.822, -0.639], [-1.525, -0.067, -0.907], [0.475, -0.777, 0.134]]
}



Entry 2:
{
  "formula": "C4H9O2P",
  "method": "ωB97M-V/def2-TZVPD",
  "homo_lumo_gap_ev": 10.9,
  "e_lumo_ev": 0.7,
  "homo_energy_ev": -10.2895,
  "energy_ha": -649.603011,
  "relative_energy_kcal_mol": 55.8,
  "symbols": ["O", "H", "H", "C", "H", "H", "C", "O", "H", "H", "C", "C", "P", "H", "H", "H"],
  "coordinates": [[1.544, 1.216, -0.772], [-1.165, 0.810, 1.067], [-1.306, -0.547, -1.560], [-0.109, -1.184, 0.846], [-1.009, -1.632, 1.089], [1.759, 0.352, 1.077], [-0.746, 0.370, -1.165], [1.002, 1.445, -3.237], [0.987, 2.044, 1.049], [1.250, -0.614, -2.255], [-0.423, 0.230, 0.338], [0.977, 0.977, 0.521], [0.845, 0.644, -2.026], [-1.586, 1.531, -1.592], [0.373, -1.691, 0.068], [0.543, -1.075, 1.699]]
}



Entry 3:
{
  "formula": "C4H9O3",
  "method": "ωB97M-V/def2-TZVPD",
  "homo_lumo_gap_ev": 7.6,
  "e_lumo_ev": 3.8,
  "homo_energy_ev": -3.8288,
  "energy_ha": -383.549267,
  "total_charge": -1,
  "relative_energy_kcal_mol": 35.9,
  "symbols": ["H", "C", "H", "H", "H", "H", "O", "O", "O", "H", "H", "C", "C", "H", "C", "H"],
  "coordinates": [[-2.618, 0.090, 1.529], [1.239, 2.027, 0.131], [1.642, 0.775, -1.748], [0.183, -2.155, 0.293], [-0.928, -2.278, 1.623], [2.624, 2.222, -1.682], [-2.572, -0.452, 0.756], [1.246, 1.328, 1.186], [0.610, 3.091, -0.025], [-1.437, -2.966, 0.011], [-0.678, -0.041, 0.105], [-0.894, -2.168, 0.530], [-1.462, -0.845, -0.016], [-1.758, -0.874, -1.065], [2.073, 1.512, -1.041], [2.731, 0.732, -0.587]]
}



Entry 4:
{
  "formula": "C4H9O3",
  "method": "ωB97M-V/def2-TZVPD",
  "homo_lumo_gap_ev": 8.3,
  "e_lumo_ev": 3.9,
  "homo_energy_ev": -4.4238,
  "energy_ha": -383.535499,
  "total_charge": -1,
  "relative_energy_kcal_mol": 44.6,
  "symbols": ["H", "O", "C", "C", "O", "H", "O", "C", "H", "H", "H", "H", "C", "H", "H", "H"],
  "coordinates": [[-1.045, -2.388, -0.722], [1.922, 0.081, 0.056], [-1.162, -0.722, 0.676], [1.040, 2.014, -0.841], [3.127, 1.844, 0.442], [-2.236, -2.828, 0.514], [0.111, -1.282, 1.161], [-1.760, -1.968, -0.042], [0.818, -0.829, 0.591], [-0.875, -0.002, 0.010], [1.242, 3.065, -0.841], [-2.775, -1.606, -0.595], [2.179, 1.318, -0.061], [-1.566, -0.319, 1.656], [0.035, 2.070, -0.308], [0.946, 1.553, -1.695]]
}



Entry 5:
{
  "formula": "C4H9O3",
  "method": "ωB97M-V/def2-TZVPD",
  "homo_lumo_gap_ev": 8.8,
  "e_lumo_ev": 4.2,
  "homo_energy_ev": -4.6569,
  "energy_ha": -383.595096,
  "total_charge": -1,
  "relative_energy_kcal_mol": 7.2,
  "symbols": ["C", "C", "H", "C", "H", "H", "H", "H", "H", "O", "O", "H", "H", "C", "O", "H"],
  "coordinates": [[1.593, 0.691, -1.106], [2.128, -0.330, -0.090], [2.915, 0.106, 0.537], [1.036, -0.880, 0.838], [1.362, 1.625, -0.598], [0.311, -1.459, 0.264], [-0.402, 0.464, 1.190], [2.275, 0.839, -1.948], [1.573, -1.526, 1.547], [-1.815, 0.930, 0.346], [0.459, 0.148, 1.599], [0.650, 0.312, -1.504], [-3.391, 0.437, -0.784], [-2.344, 0.176, -0.517], [-1.870, -0.805, -1.105], [2.650, -1.133, -0.630]]
}



Entry 6:
{
  "formula": "C4H9O3",
  "method": "ωB97M-V/def2-TZVPD",
  "homo_lumo_gap_ev": 8.8,
  "e_lumo_ev": 4.1,
  "homo_energy_ev": -4.6404,
  "energy_ha": -383.547379,
  "total_charge": -1,
  "relative_energy_kcal_mol": 37.1,
  "symbols": ["H", "H", "O", "C", "C", "C", "H", "H", "H", "H", "O", "H", "H", "H", "C", "O"],
  "coordinates": [[0.222, -2.693, 1.826], [-1.075, -1.346, 1.628], [-1.261, 1.173, -0.195], [-0.053, -1.603, 1.901], [0.262, 1.289, -1.943], [-0.928, 0.530, -1.285], [-0.748, -0.581, -1.110], [-0.215, -1.612, 2.987], [-1.731, 0.667, -2.087], [0.495, 1.074, -2.923], [0.862, 0.423, 1.171], [0.129, 2.376, -2.186], [1.116, 1.309, -1.343], [-0.427, 1.004, 0.532], [1.107, -0.777, 1.394], [2.244, -1.236, 1.634]]
}



Entry 7:
{
  "formula": "C4H9OP3",
  "method": "ωB97M-V/def2-TZVPD",
  "homo_lumo_gap_ev": 8.6,
  "e_lumo_ev": -0.2,
  "homo_energy_ev": -8.7752,
  "energy_ha": -1256.971493,
  "relative_energy_kcal_mol": 32.0,
  "symbols": ["H", "H", "H", "H", "H", "C", "P", "H", "H", "C", "P", "P", "O", "H", "C", "H", "C"],
  "coordinates": [[-0.650, -0.051, -0.586], [0.607, 0.238, 1.288], [-0.858, 2.247, 2.223], [-1.079, 2.058, 0.510], [-2.114, -0.789, 0.238], [-1.241, 1.566, 1.419], [1.147, -2.080, -0.443], [2.044, 0.247, -3.868], [-2.280, 1.412, 1.424], [1.484, -0.563, -2.580], [0.619, -2.011, -2.579], [1.675, 0.124, -0.949], [-0.238, -1.913, 0.424], [3.132, 0.174, -0.833], [-1.016, -0.647, 0.348], [-0.690, -0.230, 2.449], [-0.542, 0.218, 1.515]]
}



Entry 8:
{
  "formula": "C4HClOS2",
  "method": "ωB97M-V/def2-TZVPD",
  "smiles": "O=C1C=C(Cl)C(=S)S1",
  "homo_lumo_gap_ev": 7.7,
  "e_lumo_ev": -2.1,
  "homo_energy_ev": -9.7993,
  "energy_ha": -1484.775959,
  "relative_energy_kcal_mol": 11.5,
  "symbols": ["S", "S", "C", "O", "C", "C", "H", "C", "Cl"],
  "coordinates": [[0.113, 2.755, 1.226], [-1.579, 0.861, -0.514], [0.251, -1.023, -0.136], [-1.627, -1.681, -1.457], [-0.111, 1.437, 0.368], [0.831, 0.220, 0.254], [0.781, -2.101, 0.089], [-1.082, -0.814, -0.735], [2.424, 0.347, 0.905]]
}



Entry 9:
{
  "formula": "C4HGaO2",
  "method": "ωB97M-V/def2-TZVPD",
  "homo_lumo_gap_ev": [7.8, 7.1],
  "e_lumo_ev": [-6.7, -7.4],
  "homo_energy_ev": [-14.5432, -14.4970],
  "energy_ha": -2227.722254,
  "total_charge": 1,
  "multiplicity": 2,
  "relative_energy_kcal_mol": 0.0,
  "symbols": ["C", "C", "Ga", "C", "C", "O", "H", "O"],
  "coordinates": [[-1.620, 0.248, 2.522], [-0.058, -0.301, -0.611], [-1.002, 0.052, -3.243], [0.259, -0.090, 0.660], [-0.757, 0.112, 1.630], [1.514, 0.566, 0.641], [2.113, 0.048, 0.089], [-0.448, -0.635, -1.686]]
}



Entry 10:
{
  "formula": "C4HLiO4Zn",
  "method": "ωB97M-V/def2-TZVPD",
  "homo_lumo_gap_ev": [9.2, 7.7],
  "e_lumo_ev": [-3.3, -5.3],
  "homo_energy_ev": [-12.4670, -12.9525],
  "energy_ha": -2240.531636,
  "total_charge": 1,
  "multiplicity": 2,
  "relative_energy_kcal_mol": 0.0,
  "symbols": ["O", "Zn", "O", "H", "O", "C", "C", "O", "Li", "C", "C"],
  "coordinates": [[1.340, -0.862, 2.598], [0.678, -0.968, 4.229], [-0.238, 0.121, 1.323], [1.115, -0.129, -1.637], [-2.053, 0.582, -2.923], [-0.268, 0.633, -0.045], [0.767, 0.006, -0.619], [1.646, -0.384, 0.429], [-2.069, 1.181, -0.871], [-1.828, 0.291, -3.992], [0.910, -0.471, 1.510]]
}



Entry 11:
{
  "formula": "C4HN2O3",
  "method": "ωB97M-V/def2-TZVPD",
  "homo_lumo_gap_ev": [6.7, 6.7],
  "e_lumo_ev": [3.7, 3.7],
  "homo_energy_ev": [-2.9470, -2.9463],
  "energy_ha": -488.221690,
  "total_charge": -1,
  "relative_energy_kcal_mol": 74.1,
  "symbols": ["O", "H", "C", "N", "N", "C", "C", "O", "C", "O"],
  "coordinates": [[0.873, -2.525, -0.457], [1.947, -0.427, 0.251], [0.384, 2.106, -0.109], [0.620, 3.173, -0.459], [0.988, -0.232, 0.107], [0.368, -1.458, -0.089], [0.277, 0.910, 0.509], [-2.788, 0.060, 0.127], [-1.647, -0.221, 0.173], [-1.020, -1.387, -0.052]]
}



Entry 12:
{
  "formula": "C4HN2S3",
  "method": "ωB97M-V/def2-TZVPD",
  "homo_lumo_gap_ev": [3.6, 6.9],
  "e_lumo_ev": [3.1, 2.0],
  "homo_energy_ev": [-0.5126, -4.9063],
  "energy_ha": -1457.005704,
  "total_charge": -1,
  "multiplicity": 3,
  "symbols": ["S", "S", "C", "C", "N", "N", "S", "C", "H", "C"],
  "coordinates": [[3.722, -2.351, 0.796], [4.214, 0.364, -0.647], [1.398, 2.521, 1.352], [4.126, -1.012, 0.069], [1.518, 3.237, 2.246], [-0.095, -0.427, 0.090], [2.165, 2.016, -1.245], [0.460, 0.653, 0.177], [-1.029, -0.525, -0.289], [1.276, 1.678, 0.251]]
}